1.
The following is a DFT calculation (wB97M-V/def2-TZVPD) of a gas-phase ion, C4H7O2 (charge -1) in a non-equilibrium geometry.

Computed properties:
E_tot = -307.03924 Ha
SMILES = [O-]/C=C\CCO
ΔE to the lowest compared entry with this formula, charge and spin = 3.113 eV

ORCA input file:
```
! RIJCOSX wB97M-V def2-TZVPD def2/J DEFGRID3
* xyz -1 1
O 1.392 2.185 1.374
O -1.215 -2.216 -0.570
C 1.700 1.565 0.305
C -1.411 -0.731 -0.397
C -0.189 -0.119 0.464
C 0.895 0.527 -0.291
H -1.853 -0.424 -1.376
H -2.221 -0.687 0.320
H 1.011 0.342 -1.358
H 2.679 2.041 -0.145
H 0.169 -0.992 1.206
H -0.681 0.629 1.137
H -0.276 -2.121 -0.669
*
```



2.
The following is a DFT calculation (wB97M-V/def2-TZVPD) of 3 unconnected molecules or ions with the total composition C6H14NOP in a non-equilibrium geometry.

Computed properties:
E_tot = -708.25166 Ha
SMILES = C=POC(C)C.C#N.C
ΔE to the lowest compared entry with this formula, charge and spin = 2.406 eV

ORCA input file:
```
! RIJCOSX wB97M-V def2-TZVPD def2/J DEFGRID3
* xyz 0 1
P -0.468 -0.174 -0.402
O -1.007 0.663 0.945
N 3.027 -0.441 -0.559
C -1.907 -0.518 -1.130
C -0.173 2.657 -0.029
C -0.693 -3.677 -0.606
C 0.926 1.706 1.939
C 3.154 -1.052 -1.523
C -0.345 1.910 1.225
H 0.958 1.303 2.935
H 0.652 2.319 -0.539
H -1.091 2.602 -0.593
H 1.262 2.723 2.104
H -0.741 -3.114 0.456
H -1.964 -1.018 -2.150
H -1.085 2.499 1.856
H 3.150 -1.708 -2.367
H -2.819 -0.155 -0.596
H -0.209 3.707 0.399
H 1.453 1.101 1.254
H -0.396 -4.714 -0.321
H -0.024 -3.052 -1.208
H -1.659 -3.567 -1.090
*
```



What did the second record say?
The following is a DFT calculation (wB97M-V/def2-TZVPD) of 3 unconnected molecules or ions with the total composition C6H14NOP in a non-equilibrium geometry.

Computed properties:
E_tot = -708.25166 Ha
SMILES = C=POC(C)C.C#N.C
ΔE to the lowest compared entry with this formula, charge and spin = 2.406 eV

ORCA input file:
```
! RIJCOSX wB97M-V def2-TZVPD def2/J DEFGRID3
* xyz 0 1
P -0.468 -0.174 -0.402
O -1.007 0.663 0.945
N 3.027 -0.441 -0.559
C -1.907 -0.518 -1.130
C -0.173 2.657 -0.029
C -0.693 -3.677 -0.606
C 0.926 1.706 1.939
C 3.154 -1.052 -1.523
C -0.345 1.910 1.225
H 0.958 1.303 2.935
H 0.652 2.319 -0.539
H -1.091 2.602 -0.593
H 1.262 2.723 2.104
H -0.741 -3.114 0.456
H -1.964 -1.018 -2.150
H -1.085 2.499 1.856
H 3.150 -1.708 -2.367
H -2.819 -0.155 -0.596
H -0.209 3.707 0.399
H 1.453 1.101 1.254
H -0.396 -4.714 -0.321
H -0.024 -3.052 -1.208
H -1.659 -3.567 -1.090
*
```



- Look up the ΔE to the lowest compared entry with this formula, charge and spin of the second one.
  2.406 eV